(1)
CH2N2P2 in the gas phase at a distorted geometry. Source: OMol25; level of theory: ωB97M-V with the def2-TZVPD basis set.

```
7
Properties=species:S:1:pos:R:3:forces:R:3:mulliken_charge:R:1
C 0.823 0.615 0.525 -1.165 -2.929 1.165 0.1466
N 1.798 1.243 0.309 2.346 1.715 -0.473 -0.3410
N -0.132 3.680 -0.254 1.437 0.677 0.293 -0.2823
P -1.244 2.718 -0.411 -1.743 -0.480 -0.233 0.1876
P -0.943 0.538 0.557 -1.402 0.377 -2.192 -0.1059
H 0.888 -0.501 0.919 0.558 0.809 -0.434 0.2754
H -0.969 0.277 -0.958 -0.031 -0.168 1.874 0.1195
```
Positions in Å, forces in eV/Å.

Total charge: 0
Energy relative to the best compared isomer or geometry (same formula, charge and spin): 120.1 kcal per mole
HOMO energy (alpha / beta): -9.505 / -8.801 eV

***

(2)
2 unconnected molecules or ions with the total composition CH2N2S4 at a distorted geometry. Source: OMol25; level of theory: ωB97M-V with the def2-TZVPD basis set.

```
9
Properties=species:S:1:pos:R:3:forces:R:3:mulliken_charge:R:1
C 1.334 0.043 0.340 -1.237 1.298 -0.948 -0.2418
N -0.500 -1.956 1.054 -2.139 -0.012 -0.347 -0.2176
N -1.530 -1.697 0.651 5.129 -1.101 1.856 0.3222
S 1.612 -0.688 -1.018 0.737 -1.180 -1.727 -0.1837
S -2.816 -1.230 0.031 -3.168 0.943 -1.353 -0.0903
S -0.649 2.059 -1.103 0.239 -0.592 -0.434 -0.1294
S 0.328 1.418 0.550 -0.270 0.894 1.925 0.0209
H 1.734 -0.187 1.281 0.685 -0.459 1.385 0.3553
H 0.487 2.237 -1.786 0.023 0.211 -0.356 0.1643
```
Positions in Å, forces in eV/Å.

Total charge: 0
Energy relative to the best compared isomer or geometry (same formula, charge and spin): 6.1 kcal per mole
HOMO energy: -8.954 eV
Structure (SMILES): N#[N+][S-].S=CSS

***

(3)
CH2N2S4 in the gas phase at a distorted geometry. Source: OMol25; level of theory: ωB97M-V with the def2-TZVPD basis set.

```
9
Properties=species:S:1:pos:R:3:forces:R:3:mulliken_charge:R:1
C 0.771 1.006 0.769 1.488 -1.933 2.278 0.2921
N 0.078 1.685 -0.114 -0.398 -1.587 -1.806 -0.2296
N -0.361 -1.292 -0.228 -0.947 0.741 0.342 -0.2280
S 1.537 1.582 2.101 -0.223 0.085 -0.385 -0.2976
S 0.956 -0.879 0.663 -0.088 1.386 -0.321 0.1427
S -0.257 0.890 -1.609 -0.154 1.281 0.170 -0.0177
S -0.591 -2.790 -0.823 -0.613 -0.742 -0.104 -0.0850
H -0.139 2.634 0.142 -0.365 0.297 -0.297 0.2556
H -1.995 -2.836 -0.902 1.299 0.472 0.123 0.1675
```
Positions in Å, forces in eV/Å.

Total charge: 0
Energy relative to the best compared isomer or geometry (same formula, charge and spin): 51.2 kcal per mole
HOMO energy (alpha / beta): -8.137 / -8.774 eV

***

(4)
2 unconnected molecules or ions with the total composition CH2N3O at a distorted geometry. Source: OMol25; level of theory: ωB97M-V with the def2-TZVPD basis set.

```
7
Properties=species:S:1:pos:R:3:forces:R:3:mulliken_charge:R:1
C -0.477 -0.002 0.665 -1.203 0.510 0.920 0.7684
N 2.284 1.259 -0.070 -0.794 -0.392 -0.649 -0.1242
N 1.394 0.804 -0.519 1.495 0.627 0.340 0.0901
N -0.790 -0.840 -0.248 -1.532 -0.073 0.381 -0.3265
O -0.386 0.714 1.535 0.152 -0.695 -0.417 -0.0823
H -0.218 -0.773 -1.073 0.114 -0.353 -0.626 0.3252
H -1.808 -1.163 -0.290 1.767 0.376 0.051 0.3493
```
Positions in Å, forces in eV/Å.

Total charge: +1
Energy relative to the best compared isomer or geometry (same formula, charge and spin): 6.9 kcal per mole
HOMO energy: -19.130 eV

***

(5)
2 unconnected molecules or ions with the total composition CH2N3O at a distorted geometry. Source: OMol25; level of theory: ωB97M-V with the def2-TZVPD basis set.

```
7
Properties=species:S:1:pos:R:3:forces:R:3:mulliken_charge:R:1
C 1.693 0.597 -0.018 1.000 -0.875 0.309 0.6611
N -2.168 0.611 0.034 -1.407 0.534 -0.103 0.1679
N -3.214 0.939 0.083 1.416 -0.487 -0.015 -0.2411
N 0.649 -0.111 -0.097 -2.628 -0.398 0.218 -0.2947
O 2.745 1.000 0.095 -0.728 0.502 -0.246 -0.0670
H -0.409 0.271 -0.272 2.511 -0.791 0.556 0.4288
H 0.740 -1.091 0.316 -0.165 1.515 -0.719 0.3449
```
Positions in Å, forces in eV/Å.

Total charge: +1
Energy relative to the best compared isomer or geometry (same formula, charge and spin): 6.1 kcal per mole
HOMO energy: -18.766 eV

***

(6)
CH2N4 in the gas phase at a distorted geometry. Source: OMol25; level of theory: ωB97M-V with the def2-TZVPD basis set.

```
7
Properties=species:S:1:pos:R:3:forces:R:3:mulliken_charge:R:1
C 1.059 0.076 0.052 1.803 0.685 0.340 -0.2588
N -1.365 -0.098 -0.187 -2.703 1.686 -3.524 0.7721
N -0.971 -0.555 0.825 0.518 -1.605 3.713 -0.4712
N -1.832 0.353 -1.102 -0.057 0.046 -0.451 -0.3834
N 0.370 -0.306 1.046 1.798 -0.543 0.363 -0.1858
H 2.225 0.175 0.254 -2.805 0.003 -0.774 0.2508
H 0.515 0.354 -0.888 1.444 -0.272 0.333 0.2763
```
Positions in Å, forces in eV/Å.

Total charge: 0
Energy relative to the best compared isomer or geometry (same formula, charge and spin): 98.6 kcal per mole
HOMO energy: -9.904 eV

***

(7)
CH2N4O in the gas phase at a distorted geometry. Source: OMol25; level of theory: ωB97M-V with the def2-TZVPD basis set.

```
8
Properties=species:S:1:pos:R:3:forces:R:3:mulliken_charge:R:1
C 0.760 0.035 -0.040 2.132 -0.310 0.951 0.5170
H 2.574 0.753 -0.059 -1.000 -0.907 0.263 0.2738
H -2.128 -1.104 0.107 1.196 0.561 -0.118 0.2619
N 2.029 -0.134 0.038 -1.222 1.124 -0.698 -0.6088
N -0.098 1.148 0.005 1.813 1.609 -0.495 -0.2276
N -1.290 0.775 0.006 0.005 -1.154 0.237 -0.2081
N -1.279 -0.521 -0.008 -3.564 -1.237 -0.082 0.2472
O -0.066 -1.092 -0.012 0.641 0.315 -0.058 -0.2554
```
Positions in Å, forces in eV/Å.

Total charge: 0
Energy relative to the best compared isomer or geometry (same formula, charge and spin): 58.3 kcal per mole
HOMO energy: -9.294 eV
Structure (SMILES): [H]/N=c1\nn[nH]o1

***

(8)
CH2N4O2 in the gas phase at a distorted geometry. Source: OMol25; level of theory: ωB97M-V with the def2-TZVPD basis set.

```
9
Properties=species:S:1:pos:R:3:forces:R:3:mulliken_charge:R:1
C -0.411 -1.316 0.143 0.881 -2.686 0.561 -0.0153
N 0.794 -0.900 0.344 0.230 1.515 -1.236 -0.4961
N -1.446 -0.489 -0.012 -0.420 1.039 0.347 -0.5456
N 0.663 0.441 0.337 -3.305 -0.063 1.981 0.2414
N -0.928 0.660 0.078 1.716 2.561 -0.796 0.9276
O -1.429 1.772 0.094 0.682 -1.377 0.025 -0.6046
O 1.541 1.290 -0.187 -0.601 0.991 2.151 -0.3358
H -0.585 -2.355 0.177 -0.288 -0.964 -0.049 0.4729
H 1.800 0.897 -0.974 1.105 -1.016 -2.983 0.3555
```
Positions in Å, forces in eV/Å.

Total charge: 0
Energy relative to the best compared isomer or geometry (same formula, charge and spin): 113.3 kcal per mole
HOMO energy: -9.538 eV
Structure (SMILES): [O-][n+]1ncnn1O

***

(9)
2 unconnected molecules or ions with the total composition CH2N4P at a distorted geometry. Source: OMol25; level of theory: ωB97M-V with the def2-TZVPD basis set.

```
8
Properties=species:S:1:pos:R:3:forces:R:3:mulliken_charge:R:1
C -2.192 -0.123 0.283 1.606 -0.575 0.077 0.2774
N -2.833 -1.220 -0.091 1.292 0.098 0.304 -0.3056
N -2.906 0.980 0.392 1.384 -0.087 0.230 -0.3262
N -4.057 -0.764 -0.220 -1.465 0.517 -0.206 -0.3292
N -4.100 0.532 0.062 -1.534 -0.371 -0.333 -0.3126
P 0.768 -0.764 0.507 -1.440 -0.143 0.330 -0.0247
H 0.925 0.597 0.752 0.143 0.547 0.175 0.0103
H 0.770 -0.533 -0.865 0.014 0.013 -0.578 0.0106
```
Positions in Å, forces in eV/Å.

Total charge: -1
Energy relative to the best compared isomer or geometry (same formula, charge and spin): 75.9 kcal per mole
HOMO energy (alpha / beta): -5.067 / -4.976 eV

***

(10)
2 unconnected molecules or ions with the total composition CH2N5O3 at a distorted geometry. Source: OMol25; level of theory: ωB97M-V with the def2-TZVPD basis set.

```
11
Properties=species:S:1:pos:R:3:forces:R:3:mulliken_charge:R:1
C 0.565 1.677 2.194 0.060 -0.396 -0.923 0.3069
N 0.237 2.059 3.214 -0.261 0.443 1.216 -0.3410
N 0.822 -0.229 -0.625 -1.767 -1.773 -0.633 -0.3042
N 0.953 1.293 0.939 -0.198 -0.720 -0.474 0.6241
N 0.436 0.203 0.528 0.076 0.905 1.337 -0.1364
N -1.926 -1.835 -1.150 0.076 1.484 1.248 -0.1413
O 1.755 2.017 0.285 0.740 0.661 -0.534 -0.7556
O -0.997 -2.325 -1.833 -0.241 -0.521 -0.478 -0.5239
O -3.080 -2.251 -1.237 0.373 -0.676 -0.682 -0.4338
H 0.067 -0.888 -0.896 0.628 -0.601 -0.490 0.4386
H 1.168 0.278 -1.418 0.515 1.192 0.413 0.2665
```
Positions in Å, forces in eV/Å.

Total charge: -1
Energy relative to the best compared isomer or geometry (same formula, charge and spin): 26.7 kcal per mole
HOMO energy: -3.605 eV

***

(11)
A gas-phase ion, CH2N5S (charge -1) at a distorted geometry. Source: OMol25; level of theory: ωB97M-V with the def2-TZVPD basis set.

```
9
Properties=species:S:1:pos:R:3:forces:R:3:mulliken_charge:R:1
C -0.460 -0.465 -0.012 1.123 -2.290 0.190 0.5285
N -2.162 0.491 -0.586 -1.906 0.308 -0.531 -0.3299
N -0.506 0.586 0.776 -0.642 0.009 0.259 -0.3154
N -1.645 1.154 0.384 -0.068 1.538 0.375 -0.4156
N -1.447 -0.588 -0.864 0.105 -0.068 -0.255 -0.3683
N 1.988 -0.176 0.122 1.960 -3.906 2.352 -0.7382
S 0.902 -1.588 0.106 0.461 1.252 -0.110 -0.0908
H 1.525 0.372 0.786 -0.498 1.305 1.351 0.4522
H 1.805 0.216 -0.712 -0.536 1.851 -3.630 0.2774
```
Positions in Å, forces in eV/Å.

Total charge: -1
Energy relative to the best compared isomer or geometry (same formula, charge and spin): 6.4 kcal per mole
HOMO energy: -4.523 eV
Structure (SMILES): NSc1nnn[n-]1

***

(12)
A gas-phase ion, CH2NO2 (charge -1) at a distorted geometry. Source: OMol25; level of theory: ωB97M-V with the def2-TZVPD basis set.

```
6
Properties=species:S:1:pos:R:3:forces:R:3:mulliken_charge:R:1
N 0.715 -0.052 -0.152 1.687 0.955 -1.525 -0.4319
C -0.674 0.154 0.162 0.445 0.876 -0.673 0.5821
O -1.381 1.106 -0.286 1.397 -0.779 0.036 -0.7694
O -0.953 -0.745 0.941 -2.190 -1.619 1.862 -0.7455
H 1.055 -0.977 0.206 -0.414 1.782 -0.899 0.2023
H 1.237 0.514 -0.871 -0.925 -1.215 1.200 0.1625
```
Positions in Å, forces in eV/Å.

Total charge: -1
Energy relative to the best compared isomer or geometry (same formula, charge and spin): 10.7 kcal per mole
HOMO energy: -3.640 eV
Structure (SMILES): NC(=O)[O-]